{"formula": "C48H32BrHfN6O3S4", "method": "ωB97M-V with the def2-TZVPD basis set", "fmax_ev_per_a": 3.24, "orbital_gap_ev": 6.072, "total_charge": 3, "symbols": ["Hf", "S", "C", "C", "C", "C", "C", "C", "N", "C", "C", "C", "C", "C", "C", "C", "C", "N", "C", "C", "C", "C", "C", "S", "C", "H", "H", "H", "H", "H", "H", "H", "H", "H", "H", "H", "H", "N", "C", "C", "C", "C", "C", "C", "N", "C", "C", "C", "S", "C", "N", "H", "H", "H", "H", "H", "H", "H", "Br", "C", "C", "N", "C", "C", "C", "C", "O", "O", "H", "H", "H", "O", "S", "C", "C", "C", "C", "C", "C", "C", "C", "C", "C", "C", "C", "H", "H", "H", "H", "H", "H", "H", "H", "H", "H"], "xyz": [[0.70, 0.59, -0.34], [4.32, -1.76, 3.81], [5.50, -2.77, 4.52], [5.84, -3.88, 3.78], [5.15, -3.92, 2.55], [4.14, -2.93, 2.49], [3.27, -2.75, 1.36], [2.81, -1.46, 1.02], [1.86, -1.30, 0.10], [1.37, -2.37, -0.67], [1.89, -3.71, -0.44], [1.25, -4.79, -1.11], [0.40, -4.56, -2.18], [-0.03, -3.26, -2.56], [-1.03, -2.94, -3.51], [-1.62, -1.71, -3.56], [-1.25, -0.80, -2.55], [-0.23, -0.93, -1.71], [0.42, -2.16, -1.69], [-2.61, -1.29, -4.62], [-2.52, -0.11, -5.28], [-3.53, 0.09, -6.20], [-4.36, -0.97, -6.32], [-4.05, -2.15, -5.14], [2.86, -3.83, 0.52], [6.01, -2.45, 5.47], [6.58, -4.61, 4.04], [5.24, -4.70, 1.82], [3.13, -0.52, 1.54], [1.44, -5.77, -0.67], [-0.07, -5.43, -2.67], [-1.22, -3.63, -4.35], [-1.72, 0.19, -2.57], [-1.78, 0.66, -5.04], [-3.63, 0.98, -6.84], [-5.13, -1.18, -7.05], [3.37, -4.78, 0.70], [-0.47, 3.47, -3.28], [-1.28, 4.10, -2.34], [-2.01, 5.29, -2.41], [-2.81, 5.53, -1.35], [-2.87, 4.69, -0.22], [-2.13, 3.55, -0.09], [-1.29, 3.27, -1.19], [-0.49, 2.15, -1.49], [0.05, 2.34, -2.71], [1.19, 1.60, -3.22], [1.72, 1.47, -4.45], [3.15, 0.50, -4.37], [2.92, 0.23, -2.72], [1.85, 0.85, -2.20], [-0.16, 3.86, -4.18], [-1.95, 5.95, -3.27], [-3.45, 6.43, -1.32], [-3.64, 4.90, 0.50], [-2.04, 2.90, 0.75], [1.29, 1.83, -5.38], [3.54, -0.43, -2.11], [6.22, 4.99, 2.81], [4.46, 4.89, 2.19], [3.66, 6.01, 2.33], [2.37, 5.95, 2.10], [1.74, 4.80, 1.84], [2.46, 3.61, 1.62], [3.89, 3.67, 1.73], [1.76, 2.40, 1.15], [0.50, 2.19, 1.23], [2.50, 1.57, 0.50], [4.09, 6.96, 2.69], [0.69, 4.82, 1.70], [4.54, 2.83, 1.45], [-0.57, -0.23, 0.98], [-1.92, 0.18, 1.70], [-1.76, -0.19, 3.41], [-2.92, -0.44, 4.23], [-2.68, -0.78, 5.58], [-1.38, -0.84, 6.15], [-0.31, -0.51, 5.37], [-0.53, -0.15, 3.99], [-3.03, -1.10, 1.23], [-4.34, -0.93, 0.69], [-5.12, -2.02, 0.41], [-4.63, -3.32, 0.73], [-3.25, -3.48, 0.97], [-2.46, -2.38, 1.30], [-3.94, -0.65, 3.84], [-3.52, -1.11, 6.13], [-1.22, -1.09, 7.20], [0.72, -0.45, 5.75], [0.36, 0.05, 3.32], [-4.67, 0.10, 0.52], [-6.10, -1.87, 0.11], [-5.29, -4.18, 0.74], [-2.79, -4.46, 0.98], [-1.42, -2.42, 1.74]], "mulliken_charge": [0.725, 0.007, -0.305, -0.640, -0.539, 0.076, 1.091, -0.809, 0.278, -0.099, 0.083, -1.171, -0.789, 0.416, -0.418, 0.325, -0.694, 0.793, 0.548, -0.709, -0.296, -0.631, -0.401, -0.053, -0.561, 0.373, 0.440, 0.410, 0.468, 0.523, 0.456, 0.548, 0.995, 0.328, 0.365, 0.477, 0.377, 0.123, 0.551, -1.209, -0.555, -0.975, -0.505, 0.174, 0.667, 0.074, -0.132, -0.343, -0.063, -0.211, 0.163, 0.309, 0.481, 0.399, 0.480, 0.711, 0.434, 0.327, -0.099, -0.148, -0.165, -0.556, -0.607, 0.051, -0.268, 1.284, -0.644, -0.866, 0.390, 0.698, 0.528, 0.000, 0.430, 0.811, -0.728, -0.624, -0.571, -0.673, 0.144, 0.397, -0.403, -0.744, -0.686, -0.630, -0.090, 0.375, 0.436, 0.424, 0.432, -0.023, 0.467, 0.621, 0.467, 0.503, 0.181]}